(1)
ORCA calculation (wB97M-V/def2-TZVPD) on a molecular structure, C34H64BF2GeInN4O3SbSi3.

The calculation puts the HOMO energy at -3.3503 eV. The calculation puts the calculated total energy at -5379.27062 Eh. The net charge is -1. For the HOMO-LUMO gap, the calculation gives 5.4 eV. As for the LUMO energy: 2.09 eV.

Each line ends with the Mulliken charge.
Atoms and positions in Å:
1 In 0.807 -0.627 0.961  1.350
2 C 3.304 -5.386 -0.101  -1.058
3 N 2.118 -5.081 0.696  0.168
4 C 2.056 -5.665 2.030  -1.216
5 C 1.337 -4.009 0.421  1.040
6 O 0.504 -3.560 1.200  -0.667
7 C 1.478 -3.381 -0.973  -1.321
8 O 0.325 -2.629 -1.294  -0.038
9 C -0.821 -3.431 -1.472  -1.160
10 C -2.043 -2.692 -0.931  0.239
11 O -1.919 -1.851 -0.069  -0.222
12 N -3.252 -3.038 -1.463  0.243
13 C -4.429 -2.264 -1.101  -0.770
14 C -3.397 -3.990 -2.552  -1.055
15 H 3.809 -6.235 0.355  0.399
16 H 4.002 -4.546 -0.114  0.281
17 H 3.046 -5.658 -1.126  0.340
18 H 2.028 -6.753 1.947  0.412
19 H 1.158 -5.311 2.526  0.296
20 H 2.920 -5.359 2.622  0.336
21 H 1.673 -4.138 -1.735  0.527
22 H 2.316 -2.680 -0.952  0.174
23 H -0.749 -4.372 -0.916  0.765
24 H -0.928 -3.653 -2.536  0.595
25 H -4.156 -1.559 -0.322  0.004
26 H -5.220 -2.921 -0.731  0.357
27 H -4.805 -1.707 -1.965  0.387
28 H -2.813 -4.892 -2.376  0.371
29 H -3.103 -3.567 -3.519  0.281
30 H -4.444 -4.280 -2.615  0.366
31 C -3.388 1.975 -0.655  -1.535
32 Sb -1.348 1.171 -0.622  -1.671
33 C -1.017 2.229 1.213  0.683
34 C 0.340 2.622 1.395  0.173
35 C 0.784 3.517 2.420  -0.656
36 C 2.075 3.971 2.434  -0.839
37 C 2.986 3.552 1.448  -1.201
38 C 2.514 2.658 0.514  -0.466
39 N 1.261 2.193 0.480  1.048
40 Si -2.061 1.745 2.633  -0.119
41 C -3.565 2.854 2.945  -1.312
42 C -2.836 0.026 2.500  -0.439
43 C -1.134 1.712 4.283  -1.070
44 C -0.557 2.224 -2.520  3.085
45 C 0.910 1.803 -2.616  -1.674
46 C 1.757 2.321 -3.612  -0.725
47 C 3.057 1.865 -3.735  -1.503
48 C 3.518 0.892 -2.861  -1.202
49 C 2.625 0.409 -1.921  -0.632
50 N 1.366 0.831 -1.810  1.381
51 Si -1.319 1.254 -3.947  0.398
52 C -3.165 0.901 -3.879  -0.812
53 C -1.068 2.073 -5.627  -1.112
54 C -0.483 -0.426 -4.046  -0.757
55 Si -0.890 4.084 -2.503  0.518
56 C -2.648 4.404 -3.092  -1.002
57 C 0.180 5.132 -3.660  -1.340
58 C -0.631 4.864 -0.833  -0.764
59 H -3.961 1.338 0.030  0.407
60 H -3.875 1.959 -1.625  0.486
61 H -3.383 2.989 -0.250  0.478
62 H 0.065 3.874 3.145  0.455
63 H 2.397 4.667 3.203  0.370
64 H 4.003 3.914 1.417  0.463
65 H 3.175 2.274 -0.263  0.242
66 H -4.326 2.721 2.166  0.320
67 H -3.291 3.916 2.965  0.332
68 H -4.022 2.604 3.911  0.374
69 H -3.542 -0.035 1.662  -0.026
70 H -3.387 -0.203 3.418  0.521
71 H -2.094 -0.762 2.340  -0.066
72 H -1.067 2.706 4.737  0.306
73 H -0.112 1.334 4.162  0.201
74 H -1.661 1.057 4.984  0.481
75 H 1.382 3.065 -4.297  0.768
76 H 3.707 2.269 -4.503  0.405
77 H 4.531 0.513 -2.909  0.475
78 H 2.939 -0.353 -1.208  0.147
79 H -3.760 1.819 -3.830  0.369
80 H -3.422 0.278 -3.016  -0.118
81 H -3.448 0.364 -4.792  0.480
82 H -1.521 3.070 -5.661  0.310
83 H -1.546 1.460 -6.398  0.386
84 H -0.009 2.176 -5.887  0.301
85 H -0.985 -1.084 -4.765  0.550
86 H -0.469 -0.907 -3.060  -0.266
87 H 0.562 -0.317 -4.360  0.246
88 H -2.798 4.042 -4.114  0.244
89 H -2.849 5.481 -3.084  0.416
90 H -3.386 3.918 -2.448  0.280
91 H 0.074 4.854 -4.716  0.305
92 H 1.238 5.067 -3.389  0.350
93 H -0.126 6.180 -3.556  0.400
94 H -1.219 4.370 -0.053  0.010
95 H -0.893 5.929 -0.857  0.585
96 H 0.423 4.777 -0.541  0.152
97 C 3.774 -3.566 5.344  -1.056
98 Ge 2.608 -2.054 4.856  0.359
99 C 2.804 -0.705 6.277  -1.198
100 C 0.749 -2.724 4.950  -0.980
101 C 2.996 -1.309 3.155  -0.825
102 H 3.435 -4.044 6.267  0.382
103 H 4.800 -3.215 5.488  0.309
104 H 3.784 -4.311 4.544  0.180
105 H 2.371 -1.033 7.227  0.351
106 H 2.304 0.219 5.969  0.282
107 H 3.863 -0.480 6.435  0.355
108 H 0.619 -3.502 5.709  0.393
109 H 0.464 -3.118 3.970  0.110
110 H 0.072 -1.895 5.184  0.290
111 H 2.780 -0.246 3.049  0.507
112 F 4.013 -3.351 2.039  -0.280
113 B 3.539 -2.049 2.039  -0.082
114 F 3.613 -1.568 0.723  -0.120

Atomic forces in eV per Å
In -0.12 0.10 0.23
C -0.11 0.12 0.00
N 0.09 0.00 -0.01
C 0.06 0.11 -0.02
C -0.16 -0.11 0.07
O 0.14 -0.18 -0.18
C -0.15 0.19 0.11
O 0.14 -0.26 0.19
C 0.02 0.15 -0.04
C 0.16 0.08 -0.03
O -0.12 -0.18 0.18
N -0.10 -0.07 -0.14
C 0.10 -0.01 -0.02
C 0.08 0.13 0.07
H -0.02 0.01 0.00
H -0.02 -0.04 0.04
H -0.02 -0.03 0.03
H 0.01 -0.02 0.00
H -0.02 -0.01 -0.02
H -0.03 -0.02 -0.05
H 0.02 -0.07 -0.07
H 0.02 -0.06 -0.03
H 0.02 -0.04 -0.03
H -0.02 -0.06 -0.07
H 0.02 -0.01 0.01
H -0.01 -0.01 -0.01
H 0.00 -0.02 0.00
H -0.02 -0.01 0.01
H -0.03 0.01 0.02
H -0.02 -0.03 0.02
C -0.04 -0.11 0.11
Sb -0.43 0.39 -0.26
C 0.76 -0.49 -0.02
C -0.21 0.18 -0.13
C 0.00 -0.01 0.00
C -0.02 -0.07 0.00
C -0.09 0.03 0.03
C -0.14 -0.01 0.00
N 0.06 0.24 0.26
Si -0.33 0.18 0.27
C -0.12 0.13 0.00
C 0.04 -0.09 -0.34
C 0.24 0.08 -0.06
C 0.51 0.02 0.50
C 0.09 -0.03 -0.07
C -0.10 0.03 0.11
C 0.05 -0.03 0.08
C 0.01 0.05 -0.10
C -0.20 -0.07 -0.01
N 0.00 -0.12 -0.40
Si -0.09 -0.28 -0.24
C -0.15 0.12 0.18
C 0.11 0.22 -0.01
C 0.16 -0.08 0.06
Si -0.02 0.08 -0.09
C -0.16 -0.10 0.05
C 0.12 -0.11 -0.18
C 0.03 -0.03 0.21
H 0.04 0.12 -0.10
H -0.01 -0.03 -0.01
H 0.02 -0.03 -0.04
H 0.05 0.01 0.00
H -0.05 0.00 -0.01
H 0.04 -0.04 0.02
H -0.04 0.04 0.05
H 0.09 0.04 0.09
H -0.01 -0.11 0.00
H 0.01 0.02 -0.10
H 0.06 -0.05 0.11
H 0.01 0.05 -0.01
H -0.04 0.01 0.05
H 0.01 -0.10 -0.01
H -0.10 0.02 0.06
H 0.00 0.03 -0.05
H 0.02 0.01 0.02
H -0.03 0.01 -0.01
H -0.04 0.02 0.02
H -0.02 0.07 -0.09
H 0.02 -0.14 -0.01
H -0.01 0.05 -0.11
H 0.07 0.02 0.07
H 0.05 -0.10 -0.06
H 0.03 0.03 0.05
H -0.11 -0.02 0.01
H -0.02 0.08 0.06
H 0.00 0.01 -0.11
H -0.11 -0.07 0.02
H -0.02 0.07 0.08
H 0.03 -0.06 0.00
H 0.05 0.09 -0.08
H 0.03 0.06 0.11
H -0.09 0.07 -0.04
H -0.02 -0.10 0.01
H 0.07 0.07 -0.04
H 0.03 -0.09 -0.06
H -0.12 0.02 0.01
C 0.08 -0.09 -0.08
Ge -0.08 -0.02 0.04
C 0.00 0.11 0.03
C -0.08 0.05 0.01
C 0.00 0.02 -0.11
H 0.00 0.03 -0.04
H -0.05 -0.03 -0.02
H 0.01 0.05 0.09
H 0.02 0.00 -0.07
H 0.04 -0.08 0.06
H -0.07 0.00 -0.01
H 0.00 0.07 -0.05
H 0.02 -0.02 0.09
H 0.04 -0.09 -0.03
H 0.06 -0.01 -0.02
F -0.04 0.05 0.08
B 0.08 0.09 -0.06
F 0.09 0.00 -0.05


(2)
ORCA calculation (wB97M-V/def2-TZVPD) on 7 unconnected molecules or ions with the total composition C34H64BO14 in a non-equilibrium geometry.

The calculation puts the HOMO energy at -1.6318 eV. The calculation puts the calculated total energy at -2412.03728 Eh. The net charge is -1. For the HOMO-LUMO gap, the calculation gives 3.3 eV. As for the LUMO energy: 1.69 eV.

Each line ends with the Mulliken charge.
Atoms and positions in Å:
1 C 0.026 3.497 0.046  0.234
2 C 0.140 2.654 -0.799  -0.944
3 C 0.263 1.667 -1.867  -0.511
4 C -0.179 0.287 -1.337  -0.448
5 C 0.776 -0.243 -0.252  -0.559
6 C 0.966 -1.774 -0.233  0.504
7 C 2.005 -2.144 0.650  -0.905
8 C 3.339 -1.669 0.593  -1.306
9 B -0.268 -2.557 0.273  0.972
10 O -0.561 -3.842 -0.244  -0.809
11 O -1.129 -2.142 1.313  -0.593
12 C -2.228 -1.348 0.916  0.134
13 C -3.512 -1.751 1.661  -1.335
14 H -0.113 4.174 0.852  0.684
15 H -0.446 1.969 -2.641  0.185
16 H 1.282 1.654 -2.246  0.349
17 H -0.289 -0.411 -2.164  0.328
18 H -1.169 0.453 -0.910  0.127
19 H 1.738 0.235 -0.418  0.717
20 H 0.442 0.088 0.740  0.042
21 H 1.753 -2.857 1.463  0.250
22 H 3.713 -1.117 1.453  0.159
23 H 4.006 -1.874 -0.230  0.260
24 H -0.511 -4.446 0.510  0.142
25 H -2.007 -0.312 1.198  0.128
26 H -2.400 -1.345 -0.161  0.294
27 H -3.347 -2.678 2.204  0.325
28 H -3.837 -0.972 2.347  0.303
29 H -4.309 -1.890 0.931  0.319
30 O 1.052 -5.388 2.274  -0.486
31 C 1.360 -6.095 1.355  0.805
32 O 0.516 -7.104 1.023  -0.137
33 C 0.637 -7.867 -0.177  -0.483
34 C 1.559 -9.056 0.007  -1.023
35 C 2.667 -5.964 0.619  -1.125
36 H 0.938 -7.234 -1.012  0.343
37 H -0.371 -8.217 -0.397  0.355
38 H 2.577 -8.739 0.233  0.276
39 H 1.580 -9.664 -0.898  0.393
40 H 1.216 -9.673 0.838  0.269
41 H 3.413 -6.605 1.088  0.319
42 H 2.999 -4.927 0.683  0.187
43 H 2.587 -6.201 -0.440  0.325
44 O -4.312 2.824 -1.839  -0.591
45 C -4.212 3.807 -1.160  0.633
46 O -5.136 4.043 -0.205  -0.387
47 C -4.950 5.041 0.801  -0.206
48 C -5.429 6.408 0.364  -0.965
49 C -3.137 4.843 -1.399  -0.003
50 H -3.912 5.065 1.130  0.254
51 H -5.540 4.700 1.652  0.323
52 H -4.859 6.783 -0.484  0.237
53 H -5.326 7.117 1.181  0.282
54 H -6.476 6.365 0.061  0.367
55 H -3.520 5.592 -2.092  0.297
56 H -2.282 4.347 -1.853  -0.356
57 H -2.777 5.325 -0.493  0.059
58 O -3.264 8.614 1.093  -0.537
59 C -2.669 8.252 2.070  0.815
60 O -2.860 6.995 2.516  -0.205
61 C -2.046 6.380 3.522  -0.351
62 C -2.560 6.667 4.916  -1.177
63 C -1.781 9.184 2.862  -1.189
64 H -1.000 6.664 3.400  0.383
65 H -2.104 5.311 3.322  0.346
66 H -2.518 7.732 5.149  0.290
67 H -1.967 6.130 5.657  0.390
68 H -3.600 6.355 5.006  0.317
69 H -2.371 9.655 3.647  0.288
70 H -1.417 9.955 2.188  0.326
71 H -0.912 8.697 3.297  0.344
72 O -0.835 -10.094 3.945  -0.584
73 C -1.428 -9.062 4.106  0.573
74 O -2.605 -9.095 4.774  -0.373
75 C -3.274 -7.912 5.212  -0.378
76 C -4.191 -7.351 4.144  -0.893
77 C -0.961 -7.756 3.515  -0.507
78 H -2.560 -7.169 5.568  0.380
79 H -3.862 -8.220 6.077  0.304
80 H -3.632 -7.035 3.264  0.227
81 H -4.742 -6.492 4.527  0.344
82 H -4.904 -8.112 3.823  0.286
83 H -1.410 -7.623 2.535  0.122
84 H 0.115 -7.797 3.398  0.184
85 H -1.176 -6.892 4.139  0.309
86 O 8.406 -2.375 -0.790  -0.580
87 C 7.876 -1.506 -1.429  0.735
88 O 6.597 -1.644 -1.802  -0.353
89 C 5.834 -0.576 -2.381  -0.135
90 C 6.004 -0.541 -3.887  -0.961
91 C 8.649 -0.294 -1.905  -0.930
92 H 6.076 0.377 -1.912  0.261
93 H 4.795 -0.786 -2.130  0.190
94 H 7.038 -0.336 -4.173  0.268
95 H 5.367 0.229 -4.321  0.292
96 H 5.733 -1.505 -4.317  0.295
97 H 9.057 -0.498 -2.894  0.246
98 H 9.472 -0.128 -1.214  0.301
99 H 8.059 0.619 -1.932  0.322
100 O 2.738 2.363 -5.397  -0.562
101 C 2.073 3.359 -5.415  0.749
102 O 0.893 3.376 -4.768  -0.285
103 C 0.136 4.562 -4.531  0.195
104 C -0.796 4.879 -5.683  -1.108
105 C 2.479 4.574 -6.220  -1.018
106 H 0.791 5.400 -4.287  0.333
107 H -0.447 4.351 -3.635  -0.204
108 H -0.244 5.092 -6.599  0.328
109 H -1.414 5.745 -5.445  0.371
110 H -1.446 4.028 -5.884  0.302
111 H 2.039 4.505 -7.214  0.269
112 H 3.562 4.568 -6.315  0.309
113 H 2.199 5.519 -5.759  0.330

Atomic forces in eV per Å
C -0.17 0.14 0.31
C 0.28 0.25 -0.23
C -0.70 -0.29 0.38
C 0.09 0.38 0.40
C 0.37 -0.35 -1.13
C -0.72 0.16 1.33
C 0.38 -0.42 -0.80
C -0.31 0.23 0.63
B 0.12 -0.11 -0.85
O 0.77 -0.10 0.62
O -0.11 0.00 -0.35
C -0.12 0.52 0.91
C 0.07 0.04 -0.56
H 0.08 0.03 -0.03
H 0.26 0.05 -0.32
H 0.02 -0.04 -0.18
H 0.18 -0.08 -0.07
H -0.19 -0.19 -0.12
H 0.19 -0.08 0.11
H -0.16 0.08 0.01
H -0.01 0.30 0.23
H 0.62 -0.85 0.32
H -0.33 0.77 -0.56
H -0.62 -0.09 -0.04
H 0.08 0.11 -0.22
H 0.10 -0.26 -0.12
H -0.02 -0.07 0.03
H 0.03 -0.01 0.18
H -0.18 -0.16 0.12
O -0.20 -0.06 0.15
C 0.49 -0.06 -0.13
O -0.28 0.12 -0.17
C 0.14 -0.15 -0.16
C 0.09 0.01 0.13
C -0.09 0.42 -0.27
H 0.03 0.04 0.05
H -0.04 0.07 0.09
H 0.01 0.02 -0.08
H -0.01 0.00 -0.01
H -0.06 -0.01 -0.03
H -0.03 -0.06 -0.01
H -0.03 0.00 0.17
H 0.04 -0.16 0.05
O -0.11 -0.05 -0.03
C 0.15 0.21 -0.17
O -0.10 -0.22 0.10
C 0.00 0.18 0.15
C -0.20 -0.08 -0.22
C 0.32 -0.20 0.11
H 0.01 0.02 -0.04
H -0.03 -0.10 -0.06
H 0.08 0.06 0.09
H 0.03 0.03 -0.01
H -0.01 -0.07 0.06
H -0.04 0.06 0.07
H -0.08 -0.08 -0.06
H -0.12 0.15 -0.05
O 0.04 0.02 -0.03
C 0.03 0.20 0.19
O 0.00 -0.18 -0.22
C 0.06 -0.07 0.25
C -0.08 0.16 -0.01
C 0.34 -0.06 -0.22
H -0.02 0.07 -0.01
H -0.06 0.02 -0.10
H 0.07 -0.01 0.02
H 0.00 -0.02 -0.01
H 0.02 -0.07 -0.01
H 0.01 -0.04 0.05
H -0.15 0.05 -0.02
H -0.11 -0.03 0.15
O -0.07 -0.10 0.07
C 0.06 0.24 -0.32
O -0.02 -0.22 0.27
C -0.15 0.17 -0.05
C 0.05 -0.04 -0.14
C 0.13 -0.04 0.60
H 0.03 0.00 -0.06
H 0.04 -0.11 -0.01
H 0.02 0.07 0.04
H 0.00 0.00 0.01
H -0.03 0.00 0.06
H -0.01 0.06 -0.02
H 0.01 -0.10 -0.15
H -0.14 0.05 -0.14
O 0.03 -0.08 0.01
C 0.05 0.07 -0.21
O -0.07 -0.06 0.24
C -0.19 0.04 -0.30
C 0.17 0.02 -0.02
C 0.00 0.25 0.37
H 0.06 -0.03 0.01
H 0.06 -0.12 0.15
H -0.01 0.07 0.01
H -0.04 -0.02 0.00
H -0.08 0.01 0.03
H -0.05 0.02 -0.04
H 0.06 -0.15 -0.04
H -0.03 -0.04 -0.18
O 0.01 -0.10 0.05
C -0.04 0.18 -0.26
O 0.04 -0.23 0.22
C -0.18 0.16 -0.04
C 0.07 -0.06 -0.14
C 0.25 0.18 0.29
H 0.04 -0.01 -0.04
H 0.08 -0.10 0.03
H 0.01 0.07 0.02
H -0.01 -0.01 0.02
H -0.03 0.01 0.07
H -0.06 0.03 0.01
H -0.01 -0.14 -0.08
H -0.16 -0.01 -0.10